{
  "formula": "C2HFN2O2",
  "method": "ωB97M-V with the def2-TZVPD basis set",
  "elements": ["C", "C", "N", "N", "O", "O", "F", "H"],
  "positions_angstrom": [[1.8099, 0.3867, -0.1847], [0.6463, -0.2326, 0.2196], [2.7291, 0.9397, -0.5275], [0.3094, -1.6199, 0.0022], [-0.7512, -2.1265, 0.2660], [1.2926, -2.2676, -0.4171], [0.1712, 0.3355, -2.2875], [-0.2225, 0.4628, 0.6879]],
  "gap_ev": [6.349, 6.352],
  "de_lowest_kcal_mol": 214.6,
  "homo_energy_ev": [-11.7, -11.7]
}


{
  "formula": "C11H2Cl44FInNO4S",
  "method": "ωB97M-V with the def2-TZVPD basis set",
  "elements": ["O", "N", "O", "In", "S", "O", "O", "F", "H", "H", "C", "Cl", "Cl", "Cl", "Cl", "C", "Cl", "Cl", "Cl", "Cl", "C", "Cl", "Cl", "Cl", "Cl", "C", "Cl", "Cl", "Cl", "Cl", "C", "Cl", "Cl", "Cl", "Cl", "C", "Cl", "Cl", "Cl", "Cl", "C", "Cl", "Cl", "Cl", "Cl", "C", "Cl", "Cl", "Cl", "Cl", "C", "Cl", "Cl", "Cl", "Cl", "C", "Cl", "Cl", "Cl", "Cl", "C", "Cl", "Cl", "Cl", "Cl"],
  "positions_angstrom": [[-5.2692, 2.2131, -4.0355], [-5.0134, 3.3380, -4.3719], [-4.1735, 3.4289, -5.3691], [-2.9917, 1.6962, -5.7552], [-2.0122, 0.9518, -3.5124], [-3.0280, 0.2090, -2.7999], [-0.7433, 0.2716, -3.6733], [-1.6997, 2.2360, -2.5359], [-1.7719, 2.1301, -6.9073], [-3.9686, 0.3814, -6.3245], [0.3611, -0.7428, 0.2707], [1.1074, -0.1812, 1.7834], [1.6229, -1.2414, -0.8624], [-0.6502, -2.1532, 0.6343], [-0.6014, 0.5148, -0.4626], [1.2602, 4.3433, -6.4669], [1.0549, 3.1641, -7.7572], [0.3610, 3.8576, -5.0389], [2.9824, 4.4779, -6.0652], [0.6758, 5.9255, -7.0233], [2.0120, -3.5443, -4.1554], [1.7497, -5.1442, -3.4269], [0.5049, -2.6462, -4.1779], [3.2084, -2.6513, -3.2080], [2.6217, -3.7520, -5.8038], [-1.9928, -4.5885, 3.9006], [-1.2903, -6.1045, 4.4930], [-2.1525, -4.6694, 2.1485], [-3.5855, -4.3423, 4.6214], [-0.9341, -3.2432, 4.3389], [-1.8970, 9.4025, -8.8932], [-2.9956, 8.6818, -10.0721], [-1.0043, 8.1273, -8.0645], [-0.7616, 10.4748, -9.7274], [-2.8259, 10.3367, -7.7165], [4.2802, -0.2129, 4.6300], [4.2351, -1.8096, 5.3898], [2.6548, 0.4706, 4.6176], [5.3681, 0.8417, 5.5402], [4.8640, -0.3769, 2.9742], [9.0497, 1.0207, 7.9169], [9.0044, -0.5700, 8.6829], [7.4341, 1.7325, 7.9482], [10.1719, 2.0659, 8.7948], [9.5827, 0.8544, 6.2427], [-7.8373, -0.0069, -6.3362], [-9.0630, -0.7751, -7.3712], [-6.8787, -1.2529, -5.5409], [-6.7900, 1.0060, -7.3190], [-8.6472, 0.9816, -5.1176], [3.0804, -4.5370, 1.3666], [4.0997, -5.9148, 1.8166], [3.9842, -3.0342, 1.5826], [2.5951, -4.6817, -0.3205], [1.6502, -4.4997, 2.4035], [0.8015, -0.2868, 8.1906], [0.4888, -1.4227, 6.8755], [0.0437, -0.8687, 9.6785], [2.5428, -0.1367, 8.4446], [0.1300, 1.2918, 7.7678], [-3.0020, -4.2063, 8.6310], [-2.7028, -4.4807, 10.3542], [-1.9364, -5.2364, 7.6740], [-4.6881, -4.5913, 8.2639], [-2.6758, -2.5217, 8.2349]],
  "gap_ev": 7.501,
  "total_charge": -1,
  "homo_energy_ev": -6.4
}


{
  "formula": "C2H8N4",
  "method": "ωB97M-V with the def2-TZVPD basis set",
  "elements": ["H", "N", "C", "N", "C", "N", "N", "H", "H", "H", "H", "H", "H", "H"],
  "positions_angstrom": [[-0.2384, 1.8706, -0.1660], [0.6580, 1.2670, -0.2335], [0.4758, -0.0581, -0.0315], [-0.9115, -0.6536, -0.3063], [-2.2279, 0.0462, 0.0392], [1.5796, -0.8808, -0.1805], [2.7165, -0.0559, 0.0417], [-0.9261, -1.6799, -0.0334], [-1.9295, 0.4592, 1.1128], [-3.0996, -0.7241, 0.3922], [-2.6482, 0.7847, -0.7897], [1.6128, -1.7933, -0.2011], [2.2775, 0.8763, -0.5600], [2.6609, 0.5417, 0.9160]],
  "gap_ev": 9.680,
  "de_lowest_kcal_mol": 96.7,
  "homo_energy_ev": -9.0
}


{
  "formula": "H16O8",
  "method": "ωB97M-V with the def2-TZVPD basis set",
  "elements": ["O", "H", "H", "H", "O", "H", "O", "H", "H", "O", "H", "H", "O", "H", "H", "O", "H", "H", "O", "H", "H", "O", "H", "H"],
  "positions_angstrom": [[-18.3204, 7.7624, -8.0882], [-19.1632, 8.1120, -8.4071], [-17.4138, 8.3069, -8.3065], [-18.0515, 6.8725, -7.9266], [-20.4017, 9.3430, -8.7884], [-19.9330, 10.2039, -8.8659], [-21.1995, 7.4362, -7.0439], [-20.8831, 8.2233, -7.7042], [-21.2162, 6.6317, -7.5092], [-18.8195, 5.2961, -8.3048], [-18.2135, 4.9063, -7.4635], [-19.6602, 5.1177, -8.2335], [-20.8011, 8.7418, -11.4317], [-21.6492, 8.2194, -11.4463], [-20.6512, 9.1150, -10.5254], [-17.1777, 10.1964, -8.9532], [-17.8440, 10.6125, -9.2888], [-16.7301, 10.6124, -8.2303], [-17.6872, 5.2296, -5.7418], [-17.5502, 6.2111, -5.5383], [-17.1214, 4.5989, -5.4198], [-15.9650, 7.2268, -8.7780], [-15.1397, 7.6931, -8.9545], [-16.0788, 6.4240, -9.1634]],
  "gap_ev": 8.293,
  "de_lowest_kcal_mol": 139.4,
  "homo_energy_ev": -8.6
}


{
  "formula": "C4H6O2",
  "method": "ωB97M-V with the def2-TZVPD basis set",
  "elements": ["C", "C", "O", "C", "C", "O", "H", "H", "H", "H", "H", "H"],
  "positions_angstrom": [[-0.3612, -1.2169, -1.2578], [0.4374, -0.5915, -0.1568], [1.6359, -0.7479, -0.0570], [-0.3224, 0.3529, 0.7428], [0.4683, 1.6018, 1.0533], [-0.0485, 2.6371, 1.3912], [-0.0746, -0.5405, -2.0739], [-1.4443, -1.1430, -1.1248], [-0.0609, -2.2514, -1.4504], [-1.3065, 0.6235, 0.3463], [-0.4851, -0.2191, 1.6646], [1.5619, 1.4952, 0.9226]],
  "gap_ev": 10.517,
  "de_lowest_kcal_mol": 20.4,
  "homo_energy_ev": -9.8
}


{
  "formula": "C13H13AsN4O2ReS4",
  "method": "ωB97M-V with the def2-TZVPD basis set",
  "elements": ["Re", "N", "C", "C", "C", "O", "O", "H", "H", "H", "H", "H", "H", "S", "As", "S", "S", "S", "N", "C", "C", "C", "C", "C", "C", "C", "N", "C", "C", "N", "C", "H", "H", "H", "H", "H", "H", "H"],
  "positions_angstrom": [[0.0564, 2.2574, 0.9779], [2.3431, 2.1516, 0.7121], [3.0479, 3.4404, 0.4072], [2.6911, 4.0937, -0.9389], [1.4406, 4.8488, -1.0342], [0.7812, 5.7203, -1.2635], [0.2008, 3.4091, -0.2514], [2.7953, 1.7696, 1.5424], [2.5547, 1.4820, -0.0293], [4.1168, 3.2350, 0.3410], [2.9000, 4.1319, 1.2349], [2.6853, 3.3801, -1.7712], [3.4426, 4.8588, -1.1769], [-3.2618, 4.6651, 4.1922], [-2.0401, 3.1297, 3.3682], [-2.1440, 2.0706, 1.3372], [0.2548, 3.1437, 3.0071], [-3.1220, 2.7147, 5.1492], [-3.3967, -6.9329, -3.2724], [-2.8657, -6.0700, -2.7336], [-2.2048, -4.9838, -2.0585], [-0.9817, -5.1932, -1.4312], [-0.3455, -4.1478, -0.7832], [-0.9422, -2.8988, -0.7670], [-2.1629, -2.6762, -1.3881], [-2.7935, -3.7208, -2.0351], [-0.2690, -1.8007, -0.0824], [0.9142, -1.8989, 0.6327], [1.2105, -0.6688, 1.0938], [0.1993, 0.2066, 0.6831], [-0.6768, -0.5456, -0.0251], [-0.5262, -6.1734, -1.4510], [0.6066, -4.3400, -0.3105], [-2.6493, -1.7105, -1.3824], [-3.7451, -3.5617, -2.5225], [1.4395, -2.8250, 0.7794], [2.0191, -0.3829, 1.7434], [-1.5726, -0.1778, -0.4934]],
  "gap_ev": 4.628,
  "de_lowest_kcal_mol": 1.4,
  "total_charge": 3,
  "homo_energy_ev": -16.5
}


{
  "formula": "C13H27INO8S2",
  "method": "ωB97M-V with the def2-TZVPD basis set",
  "elements": ["C", "C", "C", "O", "O", "C", "C", "C", "C", "C", "C", "S", "O", "O", "N", "S", "O", "O", "I", "H", "H", "H", "H", "H", "H", "H", "H", "H", "H", "H", "H", "H", "H", "H", "C", "C", "O", "H", "H", "H", "H", "H", "H", "C", "C", "O", "H", "H", "H", "H", "H", "H"],
  "positions_angstrom": [[2.5002, -0.7922, -0.9886], [3.3984, 0.2225, -1.1048], [2.8070, 1.5881, -1.0148], [2.8980, 2.3148, -1.9756], [2.1349, 1.8729, 0.1031], [1.3808, 3.0911, 0.1054], [-0.0264, 2.9843, -0.5241], [-0.4490, 1.5973, -1.0360], [-1.1808, 1.6524, -2.3990], [-2.4506, 0.7963, -2.4173], [-3.5962, 1.4134, -1.6078], [-4.0561, 0.6011, -0.0760], [-5.4266, 0.9960, 0.1427], [-3.1155, 1.0217, 0.9406], [-4.0377, -0.9721, -0.3927], [-2.8679, -1.9057, 0.0921], [-3.1741, -3.2492, -0.3138], [-1.5348, -1.4361, -0.1954], [-2.9761, -2.0319, 2.5415], [1.9155, -0.9061, -0.0786], [2.2858, -1.5007, -1.7831], [4.4630, 0.0987, -1.2451], [1.2988, 3.3587, 1.1566], [1.9458, 3.8916, -0.3693], [-0.7462, 3.2836, 0.2395], [-0.1035, 3.7149, -1.3306], [-1.1257, 1.1258, -0.3260], [0.3993, 0.9301, -1.1614], [-0.5141, 1.3171, -3.1964], [-1.4779, 2.6810, -2.6283], [-2.2353, -0.2221, -2.1004], [-2.7755, 0.7298, -3.4595], [-3.3922, 2.4500, -1.3360], [-4.5130, 1.4033, -2.1947], [6.0739, -3.2799, -4.1540], [5.0822, -3.1515, -3.0122], [5.0073, -1.8238, -2.5113], [7.0665, -2.9637, -3.8309], [6.1319, -4.3100, -4.5093], [5.7802, -2.6443, -4.9927], [5.3831, -3.7736, -2.1700], [4.0882, -3.4783, -3.3369], [4.7227, -1.2423, -3.2245], [-2.3919, 0.2211, 6.9499], [-3.3685, -0.9217, 6.7461], [-2.7140, -2.1165, 6.3394], [-1.8367, 0.4072, 6.0304], [-2.9132, 1.1359, 7.2367], [-1.6691, -0.0228, 7.7337], [-4.0747, -0.6827, 5.9523], [-3.9367, -1.1057, 7.6662], [-2.0838, -2.3678, 7.0209]],
  "gap_ev": 8.336,
  "de_lowest_kcal_mol": 0.0,
  "total_charge": -1,
  "homo_energy_ev": -5.9
}


{
  "formula": "C7H16",
  "method": "ωB97M-V with the def2-TZVPD basis set",
  "elements": ["C", "C", "C", "H", "H", "H", "H", "H", "H", "C", "C", "H", "H", "H", "H", "C", "C", "H", "H", "H", "H", "H", "H"],
  "positions_angstrom": [[-2.2076, -0.8849, 0.1070], [-2.2943, -0.3289, -1.0864], [-1.7647, -0.9297, -2.3443], [-1.7212, -1.8360, 0.2528], [-2.6307, -0.4253, 0.9846], [-2.7961, 0.6236, -1.2057], [-2.5862, -1.1262, -3.0331], [-1.0798, -0.2421, -2.8395], [-1.2469, -1.8638, -2.1420], [1.1377, 0.6740, -1.1493], [2.0371, 1.6353, -1.0935], [1.3760, -0.3062, -1.5429], [0.1285, 0.8165, -0.8201], [3.0527, 1.4945, -1.4312], [1.8033, 2.6147, -0.7036], [0.4758, 0.4451, 2.2835], [1.7223, -0.4247, 2.2275], [0.7292, 1.4836, 2.0826], [0.0152, 0.3911, 3.2697], [-0.2539, 0.1195, 1.5457], [2.1893, -0.3516, 1.2463], [2.4427, -0.1118, 2.9787], [1.4715, -1.4667, 2.4132]],
  "gap_ev": 10.906,
  "de_lowest_kcal_mol": 48.4,
  "homo_energy_ev": -9.7
}


{
  "formula": "C5H13N",
  "method": "ωB97M-V with the def2-TZVPD basis set",
  "elements": ["C", "C", "C", "H", "H", "H", "H", "H", "H", "H", "H", "C", "C", "N", "H", "H", "H", "H", "H"],
  "positions_angstrom": [[2.6683, -1.6087, -2.1939], [2.2312, -1.0507, -0.8446], [0.7283, -1.1079, -0.6638], [3.7198, -1.3320, -2.3113], [2.0592, -1.2110, -3.0026], [2.5717, -2.6948, -2.2309], [2.7273, -0.1084, -0.5983], [2.6410, -1.7267, -0.0779], [0.3571, -2.1351, -0.7106], [0.4800, -0.9469, 0.4003], [0.1181, -0.4551, -1.2952], [-3.3208, 2.2221, 2.5651], [-2.5645, 1.3994, 1.7767], [-1.5233, 1.8117, 1.0021], [-3.1573, 3.2929, 2.4921], [-4.1672, 1.8374, 3.1154], [-2.6330, 0.3152, 1.8375], [-1.8841, 2.4288, 0.2667], [-1.0517, 1.0696, 0.4732]],
  "gap_ev": [9.258, 5.364],
  "spin_multiplicity": 2,
  "de_lowest_kcal_mol": 32.8,
  "total_charge": 1,
  "s_squared": 0.76,
  "homo_energy_ev": [-13.9, -13.9]
}


{
  "formula": "C2H3N5O",
  "method": "ωB97M-V with the def2-TZVPD basis set",
  "elements": ["H", "N", "C", "N", "N", "N", "C", "O", "N", "H", "H"],
  "positions_angstrom": [[-2.9601, -0.5382, 0.2832], [-2.0818, -0.9807, 0.0807], [-1.0475, -0.2247, -0.0962], [-1.1090, 1.1793, -0.3749], [0.0297, 1.8332, -0.0940], [1.1154, 1.1201, 0.2281], [1.3066, -0.3177, 0.0275], [2.3502, -0.8656, -0.2387], [0.1474, -0.8744, -0.0696], [2.0513, 1.6188, 0.3564], [0.1978, -1.9501, -0.1025]],
  "gap_ev": 9.266,
  "de_lowest_kcal_mol": 51.5,
  "homo_energy_ev": -9.9
}


{
  "formula": "C19H30F12N3O8",
  "method": "ωB97M-V with the def2-TZVPD basis set",
  "elements": ["C", "C", "N", "C", "N", "N", "H", "H", "H", "H", "H", "H", "H", "H", "H", "H", "C", "C", "O", "C", "O", "C", "F", "F", "F", "H", "H", "H", "H", "H", "C", "C", "O", "C", "O", "C", "F", "F", "F", "H", "H", "H", "H", "H", "C", "C", "O", "C", "O", "C", "F", "F", "F", "H", "H", "H", "H", "H", "C", "C", "O", "C", "O", "C", "F", "F", "F", "H", "H", "H", "H", "H"],
  "positions_angstrom": [[3.3825, 3.3794, -2.6349], [2.4448, 3.9674, -3.8811], [1.1122, 4.3704, -3.2894], [-0.0565, 3.6188, -3.3495], [-1.4302, 4.2131, -2.9732], [-0.0981, 2.1426, -3.7712], [2.6818, 3.0683, -1.7217], [4.1525, 4.2036, -2.2739], [3.9993, 2.4448, -3.0139], [2.2994, 3.0388, -4.6149], [2.9993, 4.8196, -4.4742], [1.0329, 5.3030, -2.7888], [-1.8959, 3.4032, -2.4629], [-1.2165, 4.9041, -2.2204], [0.3402, 1.6121, -2.9867], [0.3851, 1.9933, -4.6841], [1.7633, 3.6762, 4.2308], [3.2434, 3.7084, 3.8983], [3.6015, 2.5861, 3.0779], [3.3419, 2.7108, 1.7368], [2.8312, 3.7060, 1.2293], [3.8166, 1.4726, 0.9796], [3.4661, 0.3084, 1.5989], [5.1746, 1.4393, 0.8503], [3.3124, 1.3937, -0.2844], [1.4921, 2.7189, 4.6876], [1.5034, 4.4843, 4.9201], [1.1531, 3.7817, 3.3281], [3.8276, 3.6262, 4.8213], [3.5305, 4.6513, 3.4187], [0.5777, -1.8012, -3.9875], [-0.8859, -1.4030, -3.9469], [-1.5635, -1.8479, -5.1318], [-1.9655, -3.1594, -5.1415], [-1.7729, -3.9400, -4.2130], [-2.7139, -3.4829, -6.4326], [-2.0902, -2.9912, -7.5420], [-3.9732, -2.9572, -6.4414], [-2.8596, -4.8217, -6.6443], [1.0510, -1.4350, -4.9042], [1.1137, -1.3953, -3.1250], [0.6913, -2.8899, -3.9844], [-0.9675, -0.3109, -3.9258], [-1.3837, -1.7805, -3.0463], [1.6344, -2.8159, 6.6618], [2.3035, -2.5634, 5.3236], [1.3438, -2.1115, 4.3562], [1.0244, -0.7782, 4.3991], [1.5063, 0.0142, 5.2043], [0.0372, -0.4257, 3.2888], [-0.9794, -1.3292, 3.1796], [0.6370, -0.3801, 2.0639], [-0.5556, 0.7889, 3.4671], [0.7950, -3.5095, 6.5478], [2.3464, -3.2355, 7.3779], [1.2270, -1.8903, 7.0809], [2.7224, -3.5005, 4.9413], [3.1332, -1.8528, 5.4131], [-2.4174, -2.4003, 0.8966], [-3.3094, -3.6273, 0.8631], [-4.6251, -3.3087, 1.3412], [-5.4716, -2.7221, 0.4352], [-5.1593, -2.4650, -0.7246], [-6.8456, -2.4854, 1.0579], [-6.7723, -1.9518, 2.3115], [-7.5602, -3.6415, 1.1793], [-7.6220, -1.6333, 0.3304], [-2.4046, -1.9610, 1.8993], [-1.3942, -2.6572, 0.6089], [-2.7845, -1.6262, 0.2152], [-2.9045, -4.3925, 1.5341], [-3.3536, -4.0688, -0.1392]],
  "gap_ev": 8.536,
  "total_charge": 1,
  "homo_energy_ev": -13.0
}


{
  "formula": "C4H6N2O",
  "method": "ωB97M-V with the def2-TZVPD basis set",
  "elements": ["C", "O", "C", "C", "N", "C", "N", "H", "H", "H", "H", "H", "H"],
  "positions_angstrom": [[-2.0683, -0.0956, -0.5571], [-1.0589, -0.8514, -0.0797], [0.1757, -0.2692, -0.1418], [0.6716, 0.8975, -0.6465], [2.0215, 0.9672, -0.3771], [2.3165, -0.1276, 0.2706], [1.2211, -0.9256, 0.4465], [-2.2704, 1.0006, 0.2024], [-2.6248, 0.7009, 0.9216], [-2.9778, -0.7064, -0.4341], [0.1441, 1.6709, -1.1843], [3.2950, -0.4049, 0.6400], [1.1683, -1.8189, 0.9107]],
  "gap_ev": 8.910,
  "de_lowest_kcal_mol": 121.0,
  "homo_energy_ev": -8.6
}